1.
A 2-piece molecular cluster, C5H13N2 overall, computed with wB97M-V/def2-TZVPD.

Last column: natural (NBO) charge in e.
Positions of all 20 atoms, in Å:
C: -1.15312 2.14264 -0.43624  -0.621
C: -1.76781 0.98278 -0.02490  0.053
N: -2.58379 0.14260 -0.84165  -0.805
H: -1.33806 2.60563 -1.40347  0.221
H: -0.71921 2.81487 0.30704  0.234
H: -1.60654 0.69666 1.01505  0.201
H: -2.83080 0.54029 -1.70039  0.383
H: -3.41574 -0.22644 -0.35498  0.402
C: 1.33588 -2.24481 1.68635  -0.649
C: 1.08098 -0.92232 0.98326  -0.109
C: 1.67563 -0.72188 -0.20857  -0.108
N: 1.43492 0.54674 -0.97405  -0.720
H: 2.15060 -2.81422 1.19003  0.234
H: 1.49658 -2.11174 2.76717  0.248
H: 0.39519 -2.80677 1.61186  0.245
H: 0.43838 -0.15166 1.43958  0.221
H: 2.30632 -1.43794 -0.73681  0.234
H: 0.54684 1.00143 -0.69534  0.460
H: 2.16965 1.22499 -0.74842  0.437
H: 1.41944 0.42109 -1.98072  0.439

strongest force on any atom = 0.0617 hartree/bohr
Kohn-Sham gap = 9.46 eV
ΔE to the lowest compared entry with this formula, charge and spin = 243.63 kJ/mol
net charge = +1
molar mass = 101.2 g mol⁻¹
multiplicity = 1



2.
An isolated ion of composition C5H13N2 and charge +1, computed with wB97M-V/def2-TZVPD.

Last column: natural (NBO) charge in e.
Positions of all 20 atoms, in Å:
C: -0.88528 -1.79570 -0.22102  0.081
C: -0.72052 -1.16797 1.10506  -0.475
C: 0.69690 -0.69782 1.37156  -0.423
C: 1.46118 -0.04396 0.16644  -0.204
N: 1.07607 1.33881 -0.20737  -0.534
C: -0.25242 1.16351 -0.87500  -0.044
N: -0.73682 2.41691 -1.50253  -0.846
H: -0.98689 0.90367 -0.12203  0.154
H: -1.79313 -1.48027 -0.69915  0.217
H: -0.77340 -2.82892 -0.35141  0.224
H: -0.85231 -2.17163 1.32090  0.308
H: -1.46605 -0.51118 1.73238  0.294
H: 0.90703 -0.19778 2.35483  0.265
H: 1.23641 -1.66330 1.46774  0.232
H: 1.23886 -0.79237 -0.62667  0.168
H: 2.58991 -0.16245 0.44726  0.252
H: 1.68096 1.77882 -0.85108  0.394
H: -0.26101 0.35359 -1.59338  0.165
H: -1.62259 2.25694 -1.85086  0.374
H: -0.53691 3.30110 -1.06568  0.399

strongest force on any atom = 0.0889 hartree/bohr
Kohn-Sham gap = 5.25 eV
ΔE to the lowest compared entry with this formula, charge and spin = 699.90 kJ/mol
net charge = +1
molar mass = 101.2 g mol⁻¹
multiplicity = 1



3.
A 2-piece molecular cluster, C5H13N2 overall, computed with wB97M-V/def2-TZVPD.

Last column: natural (NBO) charge in e.
Positions of all 20 atoms, in Å:
C: 2.88584 -1.97432 1.00180  -0.600
C: 1.45084 -2.10601 0.51314  -0.504
C: 1.02931 -1.05559 -0.41479  0.161
N: -1.89333 1.04346 -1.08795  -0.766
C: -0.63803 0.59309 -1.16504  0.318
C: -0.17542 -0.42462 -0.34096  -0.374
N: -2.32613 3.02883 1.07802  -1.106
H: 3.55582 -1.97533 0.14320  0.219
H: 3.18412 -2.79413 1.63956  0.246
H: 1.29497 -3.10527 0.07494  0.279
H: 0.71844 -2.18571 1.31647  0.232
H: 1.65924 -0.77624 -1.26397  0.218
H: -2.29164 3.39776 0.13750  0.367
H: -2.28720 1.08044 -0.14442  0.439
H: -2.54958 0.67430 -1.76890  0.442
H: -0.06527 0.96578 -2.01254  0.215
H: -0.89442 -0.78079 0.38726  0.234
H: 3.12458 -1.03050 1.48235  0.224
H: -1.48691 3.34741 1.55194  0.372
H: -3.10190 3.41739 1.59652  0.384

strongest force on any atom = 0.0297 hartree/bohr
Kohn-Sham gap = 7.78 eV
ΔE to the lowest compared entry with this formula, charge and spin = 261.58 kJ/mol
net charge = +1
molar mass = 101.2 g mol⁻¹
multiplicity = 1



What did the first record say?
A 2-piece molecular cluster, C5H13N2 overall, computed with wB97M-V/def2-TZVPD.

Last column: natural (NBO) charge in e.
Positions of all 20 atoms, in Å:
C: -1.15312 2.14264 -0.43624  -0.621
C: -1.76781 0.98278 -0.02490  0.053
N: -2.58379 0.14260 -0.84165  -0.805
H: -1.33806 2.60563 -1.40347  0.221
H: -0.71921 2.81487 0.30704  0.234
H: -1.60654 0.69666 1.01505  0.201
H: -2.83080 0.54029 -1.70039  0.383
H: -3.41574 -0.22644 -0.35498  0.402
C: 1.33588 -2.24481 1.68635  -0.649
C: 1.08098 -0.92232 0.98326  -0.109
C: 1.67563 -0.72188 -0.20857  -0.108
N: 1.43492 0.54674 -0.97405  -0.720
H: 2.15060 -2.81422 1.19003  0.234
H: 1.49658 -2.11174 2.76717  0.248
H: 0.39519 -2.80677 1.61186  0.245
H: 0.43838 -0.15166 1.43958  0.221
H: 2.30632 -1.43794 -0.73681  0.234
H: 0.54684 1.00143 -0.69534  0.460
H: 2.16965 1.22499 -0.74842  0.437
H: 1.41944 0.42109 -1.98072  0.439

strongest force on any atom = 0.0617 hartree/bohr
Kohn-Sham gap = 9.46 eV
ΔE to the lowest compared entry with this formula, charge and spin = 243.63 kJ/mol
net charge = +1
molar mass = 101.2 g mol⁻¹
multiplicity = 1